Entry 1:
{
  "formula": "C22H15AuF5N5O4S",
  "method": "the ωB97M-V functional and the def2-TZVPD basis",
  "de_lowest_kcal_mol": 0.0,
  "spin_multiplicity": 3,
  "gap_ev": [7.484, 6.467],
  "lumo_ev": [-1.37, -3.05],
  "e_homo_ev": [-8.86, -9.51],
  "elements": ["Au", "S", "C", "N", "N", "C", "C", "C", "C", "C", "C", "N", "N", "C", "C", "C", "C", "C", "C", "H", "H", "H", "H", "H", "H", "H", "H", "H", "H", "H", "F", "C", "F", "C", "F", "F", "F", "O", "C", "O", "C", "C", "C", "C", "C", "C", "N", "O", "O", "H", "H", "H", "H"],
  "coordinates": [[3.51410, 0.85601, 0.54583], [2.26366, -1.29041, 1.34470], [0.99271, -1.07602, 0.27895], [-0.08800, -1.84329, 0.16842], [-0.17836, -2.83818, 0.99241], [-1.30321, -3.65880, 1.03342], [-1.33414, -4.66235, 1.99813], [-2.43916, -5.48988, 2.07260], [-3.49896, -5.31555, 1.19320], [-3.45452, -4.30791, 0.23580], [-2.35985, -3.46902, 0.14482], [1.02832, 0.11741, -0.54045], [0.11910, 0.20874, -1.36715], [0.09791, 1.44913, -2.06007], [-0.83213, 1.53289, -3.08864], [-0.96138, 2.71600, -3.79862], [-0.17236, 3.80697, -3.46245], [0.75139, 3.71903, -2.42519], [0.89645, 2.54022, -1.71990], [0.54455, -2.96449, 1.70266], [-0.50523, -4.78433, 2.68466], [-2.47415, -6.26859, 2.82202], [-4.36398, -5.96174, 1.25530], [-4.28415, -4.16977, -0.44418], [-2.30964, -2.67553, -0.58600], [-1.43594, 0.66385, -3.31322], [-1.67730, 2.78916, -4.60600], [-0.28107, 4.73702, -4.00521], [1.35637, 4.57665, -2.16233], [1.60644, 2.47160, -0.90773], [4.24306, 0.70630, -2.12399], [4.60059, 0.06311, -0.96756], [5.92867, 0.31955, -0.77556], [4.50789, -1.43431, -1.28894], [4.88309, -2.16801, -0.23759], [3.25188, -1.77314, -1.61404], [5.28960, -1.76042, -2.31984], [2.18364, 4.16735, 1.16835], [1.79655, 3.06990, 1.51582], [2.55591, 2.07578, 1.88162], [0.30740, 2.77695, 1.54252], [-0.56890, 3.66691, 0.93097], [-1.91867, 3.36837, 0.81467], [-2.41204, 2.16734, 1.29925], [-1.52547, 1.30580, 1.92253], [-0.17964, 1.58880, 2.06779], [-2.02885, 0.01340, 2.41758], [-1.25436, -0.69982, 3.03093], [-3.15917, -0.31102, 2.11716], [-0.16053, 4.58640, 0.53248], [-2.58939, 4.06585, 0.33128], [-3.45230, 1.89606, 1.20231], [0.48359, 0.90004, 2.56644]],
  "forces_ev_per_angstrom": [[-0.122, -0.078, -0.163], [0.092, 0.184, -0.099], [-0.091, 0.378, -0.247], [-0.003, -0.055, 0.151], [-0.063, 0.101, -0.004], [-0.012, -0.007, -0.026], [-0.041, -0.028, -0.008], [0.031, -0.005, 0.032], [-0.025, 0.004, -0.018], [0.015, 0.040, -0.021], [-0.012, -0.056, 0.031], [0.157, -0.397, 0.504], [-0.097, 0.159, -0.175], [-0.032, -0.108, -0.004], [0.008, 0.064, -0.031], [-0.010, -0.036, 0.012], [-0.013, 0.009, 0.018], [0.034, 0.034, -0.029], [0.006, 0.005, -0.112], [0.028, -0.014, 0.013], [0.010, 0.009, -0.001], [-0.005, -0.003, -0.003], [0.001, -0.003, 0.003], [-0.006, -0.011, 0.007], [0.002, 0.009, 0.005], [-0.013, 0.001, 0.003], [-0.005, 0.002, -0.001], [0.011, -0.002, -0.011], [0.016, -0.006, 0.022], [-0.028, 0.001, -0.128], [-0.002, 0.001, 0.076], [0.239, 0.003, -0.095], [-0.033, -0.004, -0.017], [-0.036, -0.075, -0.038], [0.030, -0.041, 0.055], [-0.037, 0.006, -0.021], [0.054, 0.011, -0.015], [-0.004, -0.011, -0.158], [-0.037, 0.084, 0.191], [-0.130, -0.024, 0.374], [0.030, -0.081, -0.056], [0.007, 0.032, 0.035], [-0.032, 0.020, -0.004], [0.065, 0.030, -0.002], [-0.041, 0.024, 0.152], [-0.020, 0.060, -0.012], [0.222, -0.260, -0.443], [-0.014, 0.025, 0.125], [-0.108, 0.085, 0.149], [-0.018, -0.002, 0.011], [0.004, -0.001, -0.010], [-0.004, -0.015, 0.006], [0.032, -0.056, -0.025]],
  "lowdin_spin": [0.439, 0.438, 0.114, 0.151, 0.302, 0.003, 0.059, -0.008, 0.068, -0.006, 0.056, 0.010, 0.029, 0.003, 0.006, -0.001, 0.007, -0.001, 0.007, 0.019, 0.002, -0.002, 0.004, -0.002, 0.003, 0.000, 0.000, 0.000, 0.000, 0.004, 0.043, 0.120, 0.044, 0.014, 0.005, 0.001, 0.004, 0.009, 0.009, 0.042, 0.000, 0.000, 0.000, 0.000, 0.000, 0.000, 0.000, 0.001, 0.001, 0.000, 0.000, 0.000, 0.001]
}

Entry 2:
{
  "formula": "C5H10FNO",
  "method": "the ωB97M-V functional and the def2-TZVPD basis",
  "de_lowest_kcal_mol": 92.6,
  "spin_multiplicity": 1,
  "gap_ev": 9.495,
  "lumo_ev": 0.98,
  "e_homo_ev": -8.51,
  "elements": ["C", "C", "C", "C", "C", "N", "O", "F", "H", "H", "H", "H", "H", "H", "H", "H", "H", "H"],
  "coordinates": [[1.47319, 0.30013, 0.23963], [0.35109, 0.98796, -0.00632], [1.89932, 0.31973, 1.68555], [-0.40722, 1.05355, -1.38328], [-1.85619, -0.70092, -1.88331], [-0.57673, -2.11526, -0.84227], [-1.72220, 0.51422, -1.21000], [-3.07805, -1.20157, -1.70466], [2.11681, -0.22448, -0.35673], [-0.26030, 1.19171, 0.83586], [2.24795, -0.67720, 2.01528], [2.64667, 1.02544, 1.66054], [1.06398, 0.49888, 2.31842], [0.09600, 0.43483, -2.24605], [-0.58872, 2.03231, -1.61997], [-1.34718, -0.88399, -2.82122], [-0.01226, -1.50180, -0.23174], [-1.23324, -2.59355, -0.21941]],
  "forces_ev_per_angstrom": [[-2.456, 1.843, 2.662], [0.031, -2.069, -3.030], [-0.860, -2.951, -0.911], [1.860, -3.154, 0.773], [1.706, -1.061, 4.685], [-1.317, 1.954, -1.454], [-0.741, -2.467, -1.745], [0.855, 0.603, -0.611], [1.234, -0.882, -2.245], [-0.481, 0.866, 0.555], [0.371, 0.503, -0.281], [1.896, 1.606, 1.076], [-0.473, 0.850, 0.592], [-0.419, 1.558, 1.725], [-0.050, 2.517, -1.029], [-0.429, 0.256, -0.238], [-0.645, -0.276, -0.361], [-0.085, 0.303, -0.161]],
  "mulliken_charge": [-0.214, -0.342, -1.263, -0.522, 0.234, -0.713, -0.332, -0.191, 0.533, 0.252, 0.330, 0.361, 0.350, 0.320, 0.385, 0.333, 0.278, 0.202]
}